The following is a quantum chemistry calculation of a cluster of 2 separate species, C4H2O2 in total, from the Open Molecules 2025 dataset.

The geometry in XYZ format:
```
8
Properties=species:S:1:pos:R:3:mulliken_charge:R:1
C 0.03231 1.95373 -0.18978 -0.16
C 0.37007 0.74335 -0.13996 0.24
C -1.86084 -0.75743 0.56190 0.70
C 1.46134 0.04466 -0.35943 -0.73
O -2.53362 0.00939 1.04926 -0.33
O -1.25013 -1.54661 0.04971 -0.32
H 1.77387 -0.08125 -1.40931 0.27
H 2.00701 -0.36585 0.43760 0.33
```

Results
* E_LUMO (spin up / spin down): 0.476 / -3.203 eV
* orbital gap (spin up / spin down): 8.707 / 7.459 eV
* ⟨S²⟩: 2.028
* multiplicity: 3
* calculated total energy: -8268.5044 eV
* highest occupied orbital energy (spin up / spin down): -8.230 / -10.662 eV